No. 1
Computed, not measured: a cluster of 6 separate species, C20H40Cl10NO2S in total, with the ωB97M-V functional and the def2-TZVPD basis.

Element x y z (Å)
C1 -1.7566 -4.8241 -2.2222
O1 -0.5080 -5.0390 -2.8241
C2 -0.4797 -4.8806 -4.2337
C3 0.2221 -3.5845 -4.6924
C4 0.0810 -2.3897 -3.7403
C5 -1.1545 -1.5184 -4.0315
C6 -1.8707 -1.0715 -2.7549
C7 -3.2509 -0.4517 -3.0785
C8 -4.3400 -1.4574 -3.1099
N1 -4.6672 -2.2558 -2.1409
O2 -4.1009 -2.1906 -0.8971
C9 -5.8723 -3.0847 -2.2972
C10 -6.0790 -3.1878 -3.8053
S1 -5.3370 -1.6651 -4.4883
H1 -2.3323 -4.0514 -2.7622
H2 -1.5850 -4.4847 -1.1947
H3 -2.3523 -5.7461 -2.1949
H4 0.0567 -5.7418 -4.6399
H5 -1.5020 -4.9356 -4.6331
H6 -0.2014 -3.3233 -5.6695
H7 1.2782 -3.7940 -4.8734
H8 0.9891 -1.7874 -3.8203
H9 0.0516 -2.7435 -2.7064
H10 -0.8878 -0.6384 -4.6226
H11 -1.8607 -2.1110 -4.6334
H12 -1.9989 -1.9410 -2.1077
H13 -1.2859 -0.3308 -2.2108
H14 -3.5205 0.3336 -2.3650
H15 -3.2041 0.0013 -4.0719
H16 -3.3875 -2.8546 -0.8775
H17 -5.7228 -4.0394 -1.7977
H18 -6.7049 -2.5414 -1.8404
H19 -5.5857 -4.0552 -4.2430
H20 -7.1394 -3.1982 -4.0496
Cl1 0.5108 0.3688 2.5351
C11 -0.1290 1.6324 1.4551
C12 -1.6237 1.5606 1.3296
Cl2 -2.1703 0.0930 0.4517
H21 0.3753 1.5336 0.4965
H22 0.1251 2.5916 1.9016
H23 -1.9924 2.4162 0.7674
H24 -2.1002 1.5427 2.3059
Cl3 -0.7262 3.5416 5.8201
C13 0.1905 4.9776 5.2941
C14 -0.5344 5.7462 4.2219
Cl4 -0.6279 4.8154 2.6956
H25 1.1659 4.6391 4.9530
H26 0.3167 5.6211 6.1617
H27 -0.0026 6.6694 4.0003
H28 -1.5523 5.9815 4.5204
Cl5 3.6215 2.2012 1.2954
C15 4.0464 0.4686 1.2929
C16 4.5627 0.0092 -0.0432
Cl6 3.2920 -0.0037 -1.2989
H29 3.1599 -0.0852 1.5922
H30 4.8226 0.3326 2.0441
H31 4.9280 -1.0130 0.0347
H32 5.3685 0.6460 -0.3991
Cl7 5.2744 -3.0214 -2.1272
C17 6.8280 -2.3492 -2.6920
C18 7.9596 -2.6414 -1.7413
Cl8 7.7962 -1.7661 -0.1952
H33 6.6896 -1.2803 -2.8348
H34 7.0419 -2.8117 -3.6540
H35 8.8986 -2.3199 -2.1881
H36 8.0182 -3.7018 -1.5109
Cl9 0.1985 8.1694 7.1938
C19 0.4803 8.1203 8.9572
C20 0.3248 6.7268 9.5106
Cl10 -1.3564 6.1475 9.4046
H37 -0.2216 8.8126 9.4140
H38 1.4951 8.4737 9.1291
H39 0.6052 6.7215 10.5623
H40 0.9500 6.0169 8.9743

Properties
orbital gap: 8.451 eV
net charge: +1
LUMO energy: -3.53 eV
ΔE to the lowest compared entry with this formula, charge and spin: 0.0 kJ/mol

=====

No. 2
Computed, not measured: the ion C13H14N3O with charge +1, with the ωB97M-V functional and the def2-TZVPD basis.

Element x y z (Å)
O1 0.5032 0.0591 0.5142
C1 0.1776 -0.7730 -0.2977
C2 -1.7047 3.0619 -2.3497
C3 0.6673 3.3683 -1.7767
C4 -1.5620 1.6904 -2.2562
C5 0.7835 1.9983 -1.7351
C6 -0.6116 3.9505 -2.1500
C7 0.8867 -3.5630 4.0814
C8 1.0231 -4.3832 2.9462
C9 0.3564 -2.2706 3.9586
C10 0.6878 -3.8595 1.6854
C11 0.0831 -1.7537 2.6751
C12 0.2581 -2.5394 1.4906
N1 0.0723 -2.0892 0.1617
N2 -0.2931 1.1311 -1.9606
N3 -0.7521 5.2420 -2.2449
C13 -0.1259 -0.3720 -1.7674
H1 -2.6921 3.4788 -2.6299
H2 1.5292 4.0102 -1.5774
H3 -2.4649 1.0773 -2.4285
H4 1.7240 1.6255 -1.3386
H5 1.2331 -3.9116 5.0438
H6 1.4075 -5.3924 3.0100
H7 0.1914 -1.6892 4.8496
H8 0.7953 -4.5088 0.8310
H9 -0.2297 -0.7244 2.6890
H10 0.0238 -2.8192 -0.5623
H11 -1.6456 5.7100 -2.4074
H12 0.0500 5.8418 -1.9793
H13 -1.0323 -0.8459 -2.0608
H14 0.6605 -0.7501 -2.4141

Properties
orbital gap: 7.325 eV
net charge: +1
LUMO energy: -3.59 eV
structure (SMILES): [NH2+]=c1ccn(CC(=O)Nc2ccccc2)cc1

=====

No. 3
Computed, not measured: a cluster of 2 separate species, C13H25N3O2P in total, with the ωB97M-V functional and the def2-TZVPD basis.

Element x y z (Å)
N1 -4.9868 -5.5143 4.0411
C1 -4.9563 -4.3926 3.3531
C2 -4.9466 -3.1996 2.1811
C3 -4.3259 -3.7258 0.7584
C4 -5.4417 -3.4146 -0.4053
N2 -6.1289 -3.2191 -1.5103
P1 -2.6539 -2.9477 0.2629
O1 -2.0899 -1.7628 1.4090
O2 -1.4371 -4.1340 -0.1174
H1 -4.3437 -2.2964 2.6685
H2 -6.0820 -2.8828 2.0008
H3 -4.1918 -4.8866 0.8345
H4 -1.1995 -1.4013 1.0612
H5 -1.7407 -4.7856 -0.8220
C5 1.8566 1.9074 2.6868
C6 1.1649 0.8045 1.8932
C7 1.9157 0.3581 0.6346
N3 1.6179 1.1604 -0.6660
C8 2.5862 0.5960 -1.7344
C9 2.5807 1.4060 -3.0232
C10 2.8755 2.8723 -2.7572
C11 1.8841 3.4429 -1.7590
C12 1.8699 2.6547 -0.4557
C13 0.1690 0.9025 -1.0934
H6 1.7056 2.8948 2.2448
H7 1.4468 1.9474 3.7019
H8 2.9322 1.7259 2.7682
H9 0.1272 1.0836 1.6899
H10 1.1166 -0.0687 2.5558
H11 1.6575 -0.6838 0.4066
H12 2.9992 0.4030 0.8018
H13 3.5908 0.6100 -1.2964
H14 2.2995 -0.4462 -1.9217
H15 3.3412 1.0025 -3.7016
H16 1.6222 1.3029 -3.5420
H17 2.8306 3.4384 -3.6945
H18 3.8957 2.9812 -2.3703
H19 0.8816 3.4661 -2.2025
H20 2.1473 4.4852 -1.5435
H21 1.0733 3.0369 0.1887
H22 2.8358 2.7493 0.0528
H23 -0.5028 1.3268 -0.3452
H24 0.0202 -0.1778 -1.1775
H25 -0.0163 1.3809 -2.0567

Properties
orbital gap: 8.000 eV
net charge: +1
LUMO energy: -2.87 eV

=====

No. 4
Computed, not measured: the molecule C8H10ClF3N2, with the ωB97M-V functional and the def2-TZVPD basis.

Element x y z (Å)
C1 -0.8009 0.0915 1.0551
C2 -1.0456 -2.5077 1.2202
C3 0.4732 -2.2464 1.1745
C4 -0.4749 -1.1879 1.6979
C5 -1.8300 0.8482 1.4909
C6 0.4729 2.5909 -0.2539
C7 0.1261 1.2172 -2.1205
C8 0.7718 3.0509 1.1755
N1 -0.0948 0.2964 -0.1268
N2 0.1112 1.4157 -0.7065
F1 1.2309 4.3523 1.0499
F2 -0.3135 3.0467 1.8736
F3 1.8397 2.5076 1.7013
Cl1 -3.0647 0.1947 2.4761
H1 -1.6473 -2.5188 0.2850
H2 -1.4638 -3.0700 1.9913
H3 1.0807 -2.9360 1.8661
H4 0.8225 -2.1197 0.1713
H5 -0.4538 -1.0082 2.8482
H6 -2.0997 1.6250 0.8575
H7 0.5293 3.4095 -0.9200
H8 0.3677 2.2257 -2.7210
H9 0.9012 0.4603 -2.4403
H10 -0.8497 0.7837 -2.4446

Properties
orbital gap (alpha / beta): 7.577 / 7.583 eV
net charge: 0
LUMO energy (alpha / beta): -0.05 / -0.05 eV

=====

No. 5
Computed, not measured: a cluster of 4 separate species, C15H25Cl6N2O in total, with the ωB97M-V functional and the def2-TZVPD basis.

Element x y z (Å)
C1 0.6692 2.1365 3.7717
Cl1 0.8784 0.5629 2.9555
Cl2 -0.4127 3.2605 2.8713
Cl3 2.2184 2.9588 3.9562
H1 0.2477 2.0317 4.7658
C2 -1.6783 3.6199 8.1345
Cl4 -2.1260 2.6742 9.5453
Cl5 -2.4835 5.1877 7.9834
Cl6 -1.8254 2.6689 6.6514
H2 -0.6260 3.8185 8.3134
C3 1.5339 -4.7379 -1.4711
C4 2.3147 -3.4202 -1.5332
C5 2.5083 -3.0052 -2.9842
C6 1.3933 -2.1619 -3.6282
C7 0.9138 -1.0737 -2.6946
C8 0.5086 -1.6135 -1.2789
N1 1.6759 -2.3364 -0.7819
O1 1.6955 -2.4397 0.5634
C9 0.3875 -0.2253 -0.5198
C10 -0.8356 -2.3088 -1.2409
C11 3.7625 -3.7273 -1.0178
H3 1.4841 -5.0783 -0.4357
H4 2.1005 -5.5256 -1.9693
H5 0.5381 -4.6817 -1.9085
H6 3.4064 -2.4070 -3.1460
H7 2.5553 -3.9310 -3.5580
H8 0.6436 -2.8494 -4.0247
H9 1.7998 -1.6312 -4.4919
H10 0.0303 -0.6457 -3.1697
H11 1.7083 -0.3509 -2.5127
H12 1.3913 0.1693 -0.3547
H13 -0.0625 0.5627 -1.1243
H14 -0.1219 -0.3362 0.4353
H15 -1.5643 -1.5239 -1.4376
H16 -0.8714 -3.0985 -1.9907
H17 -0.9603 -2.7277 -0.2423
H18 4.2709 -2.7649 -1.1151
H19 4.5002 -4.3962 -1.4630
H20 3.7173 -4.0631 0.0188
N2 -4.0518 3.8943 -0.0730
C12 -4.6114 4.0728 -1.3138
C13 -3.6564 4.5798 -2.1288
C14 -2.5392 4.9125 -1.2999
C15 -2.7895 4.3838 -0.0689
H21 -4.4669 3.3311 0.6488
H22 -5.6155 3.7595 -1.5511
H23 -3.7638 4.7996 -3.1792
H24 -1.6239 5.3017 -1.7173
H25 -2.1677 4.3746 0.8120

Properties
⟨S²⟩: 0.754
orbital gap (alpha / beta): 8.812 / 8.614 eV
net charge: 0
LUMO energy (alpha / beta): 0.47 / 0.28 eV
2S+1: 2

=====

No. 6
Computed, not measured: a cluster of 2 separate species, C11H15NS in total, with the ωB97M-V functional and the def2-TZVPD basis.

Element x y z (Å)
C1 4.3528 2.1965 0.5020
C2 1.1252 0.5570 1.3114
C3 1.8886 1.4125 0.4961
C4 3.2278 1.3614 0.9913
C5 3.2903 0.3724 1.9381
C6 -0.2782 0.5355 1.2800
C7 -0.8885 1.4652 0.3765
C8 -0.1685 2.4305 -0.3183
C9 1.2293 2.4008 -0.3178
N1 1.9962 -0.1864 2.0828
H1 -0.8552 -0.1666 1.8727
H2 -1.9734 1.3977 0.3061
H3 1.7412 -0.5656 2.9768
H4 -0.7660 3.2458 -0.7067
H5 4.1091 -0.1285 2.4343
H6 1.8081 3.2311 -0.6856
H7 5.3313 1.9617 0.9253
H8 4.0904 3.2572 0.6183
H9 4.5101 2.0857 -0.5811
C10 -2.4695 -3.4049 -0.8336
C11 -3.5173 -2.1697 -3.1148
S1 -3.8743 -2.4053 -1.3583
H10 -2.6131 -3.6654 0.2178
H11 -2.3682 -4.3015 -1.4420
H12 -1.5827 -2.7933 -0.8094
H13 -2.7588 -1.4259 -3.3497
H14 -4.4698 -1.7695 -3.4642
H15 -3.3800 -3.1428 -3.5802

Properties
⟨S²⟩: 0.769
orbital gap (alpha / beta): 2.188 / 5.678 eV
net charge: -1
LUMO energy (alpha / beta): 2.84 / 2.79 eV
2S+1: 2
ΔE to the lowest compared entry with this formula, charge and spin: 25.6 kJ/mol

=====

No. 7
Computed, not measured: a cluster of 2 separate species, C4H7NO in total, with the ωB97M-V functional and the def2-TZVPD basis.

Element x y z (Å)
C1 3.5852 0.9089 -0.1896
C2 -0.4694 -1.4219 -0.4480
C3 0.0157 -0.3309 0.4537
C4 0.2950 1.0290 -0.1429
N1 0.9036 -1.3247 0.0153
O1 4.5110 0.4223 0.2794
H1 1.7251 -1.1611 -0.5769
H2 -1.0651 -2.3096 0.0445
H3 -0.8484 -1.2273 -1.4661
H4 -0.0829 -0.4763 1.5443
H5 0.2617 1.7993 0.6380
H6 -0.3665 1.3143 -0.9225
H7 1.3575 1.0279 -0.5993

Properties
orbital gap: 9.839 eV
net charge: 0
LUMO energy: 0.99 eV
ΔE to the lowest compared entry with this formula, charge and spin: 283.8 kJ/mol

=====

No. 8
Computed, not measured: the molecule C4H2O, with the ωB97M-V functional and the def2-TZVPD basis.

Element x y z (Å)
C1 -1.1193 -0.5903 -0.1104
C2 1.1088 0.5837 -0.1638
C3 -0.0615 0.1343 -0.6212
C4 -0.9449 -0.6865 1.1969
O1 1.0740 0.3995 1.0937
H1 -1.9558 -0.9201 -0.6897
H2 1.8988 1.0794 -0.7054

Properties
orbital gap (alpha / beta): 7.488 / 7.079 eV
net charge: 0
LUMO energy (alpha / beta): -1.44 / -1.89 eV
ΔE to the lowest compared entry with this formula, charge and spin: 507.6 kJ/mol

=====

No. 9
Computed, not measured: a cluster of 2 separate species, H3OP in total, with the ωB97M-V functional and the def2-TZVPD basis.

Element x y z (Å)
O1 -0.3692 1.3315 -0.8325
P1 1.9285 -0.5392 1.6649
H1 -1.0891 1.1616 -1.3591
H2 1.3892 0.0584 0.3928
H3 -0.5846 1.5802 0.0075

Properties
orbital gap (alpha / beta): 7.419 / 7.396 eV
net charge: 0
LUMO energy (alpha / beta): -1.30 / -1.32 eV
ΔE to the lowest compared entry with this formula, charge and spin: 260.5 kJ/mol

=====

No. 10
Computed, not measured: a structure of composition C34H29BrN2O4PSn, with the ωB97M-V functional and the def2-TZVPD basis.

Element x y z (Å)
Sn1 -2.0893 0.9395 0.1515
O1 -2.2224 2.6771 -1.5171
N1 -2.2618 3.8988 -1.2283
N2 -2.2095 4.1284 0.0323
O2 -2.0988 3.1868 0.9371
C1 -2.1895 5.4922 0.4657
C2 -2.4826 6.5391 -0.4035
C3 -2.4090 7.8415 0.0598
C4 -2.0563 8.1082 1.3787
C5 -1.7915 7.0535 2.2380
C6 -1.8604 5.7417 1.7879
H1 -2.7572 6.3235 -1.4254
H2 -2.6296 8.6576 -0.6171
H3 -1.9901 9.1307 1.7294
H4 -1.5243 7.2485 3.2692
H5 -1.6595 4.9021 2.4363
C7 1.0011 -5.1953 0.7604
C8 -0.0666 -4.9258 1.7975
C9 -0.3776 -5.9769 2.6636
C10 -1.3213 -5.8578 3.6692
C11 -1.9830 -4.6508 3.8384
C12 -1.6990 -3.6040 2.9779
C13 -0.7504 -3.7091 1.9514
P1 -0.6277 -2.1259 0.9923
C14 -0.0131 -2.6682 -0.6535
C15 -0.8094 -3.6700 -1.2202
C16 -0.5751 -4.1616 -2.4920
C17 0.4735 -3.6378 -3.2348
C18 1.2365 -2.6132 -2.7001
C19 1.0031 -2.0956 -1.4237
C20 1.8410 -0.9276 -0.9658
C21 0.7814 -1.3183 1.8635
C22 1.9077 -2.0208 2.2920
C23 3.0130 -1.3723 2.8209
C24 2.9855 0.0157 2.9224
C25 1.8419 0.7103 2.5713
C26 0.6999 0.0646 2.0745
C27 -0.5470 0.8312 1.8494
H6 1.7266 -5.9050 1.1608
H7 1.5274 -4.2974 0.4482
H8 0.5670 -5.6311 -0.1423
H9 0.1498 -6.9177 2.5407
H10 -1.5341 -6.7001 4.3168
H11 -2.7217 -4.5298 4.6210
H12 -2.2292 -2.6644 3.0895
H13 -1.6342 -4.0743 -0.6407
H14 -1.2191 -4.9261 -2.9098
H15 0.6702 -3.9956 -4.2381
H16 2.0199 -2.1645 -3.3007
H17 2.3846 -0.5132 -1.8149
H18 2.5652 -1.2164 -0.1999
H19 1.2173 -0.1359 -0.5492
H20 1.9233 -3.0975 2.2135
H21 3.8790 -1.9368 3.1442
H22 3.8468 0.5509 3.3055
H23 1.8102 1.7868 2.6994
H24 -0.4344 1.8649 2.1796
H25 -1.3381 0.3834 2.4636
Br1 -0.0626 -0.0348 -6.0068
C28 0.7088 1.0229 -4.6298
C29 1.8200 1.7631 -5.0188
C30 2.4762 2.5738 -4.1083
C31 2.0149 2.6482 -2.8030
C32 0.9165 1.8957 -2.4250
C33 0.2402 1.0592 -3.3165
C34 -0.9386 0.2515 -2.7709
O3 -1.7555 -0.2365 -3.5247
O4 -0.9447 0.1512 -1.4783
H26 2.1588 1.7009 -6.0444
H27 3.3438 3.1420 -4.4211
H28 2.5100 3.2850 -2.0795
H29 0.5529 1.9377 -1.4091

Properties
orbital gap: 6.824 eV
net charge: -1
LUMO energy: 2.66 eV
ΔE to the lowest compared entry with this formula, charge and spin: 99.1 kJ/mol

=====

No. 11
Computed, not measured: a cluster of 2 separate species, C3H9NOS in total, with the ωB97M-V functional and the def2-TZVPD basis.

Element x y z (Å)
C1 -2.1312 0.2954 -0.9670
C2 0.4310 -1.2723 0.2640
C3 -1.2900 1.3492 -1.0141
N1 1.8052 -0.0611 1.8738
O1 1.5654 1.1829 -0.4947
S1 0.8005 0.5424 0.5733
H1 -2.1934 -0.2200 -2.0320
H2 2.3886 0.6109 2.3588
H3 -2.7236 -0.2039 -0.1918
H4 0.4906 -1.8481 1.2272
H5 -0.5810 -1.3962 -0.2598
H6 1.1917 -1.6552 -0.5074
H7 -0.9893 2.1049 -0.2765
H8 -1.0368 1.4821 -2.0890
H9 2.2724 -0.9111 1.5351

Properties
orbital gap: 9.979 eV
net charge: 0
LUMO energy: 0.74 eV
ΔE to the lowest compared entry with this formula, charge and spin: 323.9 kJ/mol

=====

No. 12
Computed, not measured: a structure of composition C9H7MnN2O5, with the ωB97M-V functional and the def2-TZVPD basis.

Element x y z (Å)
O1 0.2928 -3.9019 2.9037
C1 -0.4086 -2.9846 2.9038
Mn1 -1.8317 0.0102 -0.7182
C2 -2.6947 1.1554 -1.9821
O2 -2.7397 2.0728 -2.7598
C3 -3.6202 0.0599 -1.5566
O3 -4.6819 -0.3559 -1.2780
C4 -1.8754 0.8769 1.0428
O4 -1.4675 1.3603 2.0336
C5 -1.1578 -1.5939 -1.3892
O5 -0.5992 -2.4879 -1.8570
H1 -0.2945 -1.8537 1.6492
C6 1.5520 0.4249 1.9318
C7 1.4116 0.6003 0.4861
N1 0.4355 0.4101 -0.4048
C8 1.0128 0.5568 -1.6621
C9 2.3180 0.9215 -1.5238
N2 2.5513 0.9366 -0.1749
H2 1.7914 -0.6152 2.1681
H3 2.3915 1.0346 2.2782
H4 0.6635 0.7291 2.4677
H5 0.4619 0.3364 -2.5653
H6 3.0587 1.1632 -2.2686
H7 3.4301 1.1443 0.2753

Properties
⟨S²⟩: 8.974
orbital gap (alpha / beta): 7.340 / 7.260 eV
net charge: +1
LUMO energy (alpha / beta): -4.85 / -5.71 eV
2S+1: 6
ΔE to the lowest compared entry with this formula, charge and spin: 171.3 kJ/mol